Below is a cluster of 4 separate species, C30H62BFNO10 in total, with properties calculated with the ωB97M-V functional and the def2-TZVPD basis.

Values from the calculation:
E_tot = -57463.2998 eV
Gap between HOMO and LUMO = 7.35 eV
Total charge = -1

```
105
Properties=species:S:1:pos:R:3:mulliken_charge:R:1
C -0.398 0.585 5.092 -0.696
C -1.796 0.561 4.540 -0.336
C -2.600 -0.848 4.183 -0.591
C -2.432 -1.303 2.618 0.831
F -3.141 -0.173 1.909 -0.483
O -1.094 -1.237 2.012 -0.168
B -0.834 -2.437 1.142 0.388
C 0.638 -3.165 1.404 0.584
C 1.700 -2.207 2.236 0.363
C 2.986 -3.112 2.800 -0.727
C 2.524 -4.331 3.796 -0.466
C 2.589 -5.830 3.134 -0.618
C 1.252 -6.723 3.504 -0.397
C 0.328 -7.098 2.166 -0.682
O -0.756 -2.094 -0.302 -0.377
C -1.161 -3.238 -1.150 0.145
C -0.317 -3.061 -2.578 -0.790
O -2.061 -3.237 1.322 -0.598
C -3.223 -2.617 2.042 1.134
C -3.658 -3.836 3.047 -0.948
C -4.801 -3.437 4.162 0.030
C -5.631 -4.787 4.582 0.213
O -4.940 -5.721 5.290 -0.531
O -7.043 -4.967 4.151 -0.470
C -4.273 -2.418 0.756 -0.954
O -5.564 -1.956 1.289 -0.025
N -5.914 -0.765 0.770 0.094
O -7.149 -0.797 0.758 -0.411
H 0.325 1.391 4.632 0.214
H -0.064 -0.160 5.930 0.259
H -2.347 1.608 4.388 0.286
H -2.368 -1.715 4.967 0.244
H -3.753 -0.594 4.353 0.287
H 0.444 -4.196 1.940 -0.814
H 1.179 -3.424 0.378 0.036
H 1.216 -1.650 3.155 0.082
H 2.176 -1.454 1.451 -0.499
H 3.676 -2.372 3.433 0.313
H 3.671 -3.490 1.912 0.307
H 3.293 -4.332 4.708 0.372
H 1.440 -4.150 4.228 0.156
H 3.518 -6.419 3.576 0.347
H 2.787 -5.746 1.960 0.274
H 1.574 -7.724 4.039 0.362
H 0.529 -6.172 4.272 0.180
H 0.369 -8.272 1.975 0.276
H 0.724 -6.512 1.207 0.199
H -0.800 -6.790 2.317 0.071
H -2.321 -3.248 -1.313 0.100
H -0.805 -4.288 -0.717 -0.045
H 0.409 -2.121 -2.479 -0.005
H 0.405 -3.997 -2.708 0.252
H -1.027 -2.998 -3.513 0.276
H -4.158 -4.671 2.356 0.308
H -2.703 -4.376 3.517 0.157
H -4.202 -3.042 5.115 0.223
H -5.485 -2.525 3.835 0.242
H -6.972 -5.488 3.280 0.350
H -3.824 -1.759 -0.101 0.386
H -4.418 -3.521 0.324 0.264
C 1.635 1.056 -0.602 -0.864
C 2.986 0.444 -0.928 -0.235
O 3.076 -0.059 -2.259 -0.475
C 2.897 0.887 -3.312 0.005
C 3.921 2.009 -3.302 -1.067
H 0.832 0.338 -0.794 0.163
H 1.597 1.357 0.449 0.400
H 1.436 1.940 -1.211 0.307
H 3.155 -0.408 -0.262 0.183
H 3.797 1.151 -0.735 0.307
H 1.877 1.283 -3.294 0.006
H 2.998 0.330 -4.249 0.390
H 3.835 2.626 -2.403 0.203
H 3.781 2.661 -4.169 0.367
H 4.938 1.605 -3.324 0.328
C -1.044 3.400 -3.939 -1.205
C 0.098 4.337 -4.292 -0.102
O 1.050 3.762 -5.184 -0.339
C 0.563 3.364 -6.465 -0.363
C -0.019 4.508 -7.278 -1.074
H -0.659 2.460 -3.533 0.275
H -1.701 3.863 -3.197 0.402
H -1.648 3.154 -4.815 0.320
H 0.643 4.586 -3.375 0.188
H -0.276 5.282 -4.694 0.320
H -0.159 2.549 -6.358 0.331
H 1.420 2.950 -7.007 0.322
H -0.908 4.930 -6.800 0.258
H -0.309 4.159 -8.274 0.389
H 0.711 5.317 -7.384 0.285
C 0.673 8.915 -1.703 -1.036
C 1.130 7.668 -0.969 -0.352
O 1.833 6.746 -1.798 -0.335
C 3.039 7.217 -2.397 -0.291
C 4.094 7.642 -1.389 -1.126
H 0.068 8.648 -2.575 0.258
H 0.077 9.550 -1.041 0.397
H 1.519 9.505 -2.061 0.263
H 0.248 7.138 -0.593 0.322
H 1.732 7.923 -0.092 0.304
H 2.819 8.025 -3.101 0.326
H 3.436 6.387 -2.990 0.312
H 3.763 8.500 -0.797 0.268
H 5.018 7.925 -1.901 0.385
H 4.311 6.827 -0.691 0.307
```

Below is a structure of composition C14H28Cl2NOOsP2, with properties calculated with the ωB97M-V functional and the def2-TZVPD basis.

Values from the calculation:
E_tot = -64568.8934 eV
<S²> = 6.0395
Gap between HOMO and LUMO (spin up / spin down) = 6.24 / 6.18 eV
2S+1 = 5
Total charge = +3

```
49
Properties=species:S:1:pos:R:3:mulliken_charge:R:1
C 1.416 -0.037 -5.390 -1.064
C 1.382 0.084 -3.870 0.610
H 2.519 0.069 -5.749 0.372
H 0.776 0.797 -5.816 0.339
H 0.907 -0.981 -5.776 0.329
O 1.970 0.085 -2.832 -0.308
Cl -1.770 0.006 -3.655 -0.166
Os -0.416 -0.234 -1.984 0.512
P -0.311 1.770 -0.998 0.954
C 1.139 2.136 0.055 -1.171
C -0.045 2.975 -2.319 -1.446
H -0.311 3.939 -1.867 0.474
H -1.531 3.669 -0.082 0.472
H -0.665 2.767 -3.199 0.416
H -2.641 2.280 -0.220 0.470
H 2.023 1.576 -0.286 0.354
H 1.014 2.990 -2.607 0.402
C -1.611 2.583 0.043 -1.259
H 1.348 3.206 -0.037 0.480
H -1.450 2.368 1.113 0.349
H 0.938 1.917 1.115 0.366
P -0.099 -1.893 -0.568 1.247
C 1.408 -2.002 0.371 -1.281
C -1.321 -2.698 0.474 -1.348
H -0.164 -2.726 -2.908 0.443
H -0.366 -3.974 -1.626 0.394
H 1.252 -3.295 -1.970 0.420
C 0.182 -3.078 -1.924 -1.381
H -2.371 -2.545 0.189 0.464
H -1.114 -3.769 0.444 0.534
H 1.725 -3.047 0.308 0.540
H 1.256 -1.751 1.429 0.308
H -1.213 -2.377 1.509 0.349
H 2.210 -1.380 -0.045 0.371
Cl -2.596 -0.158 -0.737 -0.346
N -0.624 0.286 2.343 0.261
C -0.454 0.124 3.693 0.999
C 0.876 -0.015 4.199 -0.058
C 1.110 -0.088 5.579 -0.718
C 0.026 -0.030 6.471 -0.376
C -1.281 0.122 5.986 -0.642
C -1.520 0.191 4.608 -0.315
H 0.148 0.073 1.715 -0.605
H -1.538 0.200 1.909 0.248
H 1.718 -0.122 3.492 0.340
H 2.144 -0.208 5.950 0.408
H 0.212 -0.080 7.551 0.434
H -2.121 0.153 6.690 0.423
H -2.540 0.251 4.222 0.404
```

Below is the molecule C7H10O2, with properties calculated with the ωB97M-V functional and the def2-TZVPD basis.

Values from the calculation:
E_tot = -11510.7159 eV
Gap between HOMO and LUMO = 10.47 eV
SMILES = C1O[C@H]2CO[C@@H]1C21CC1

```
19
Properties=species:S:1:pos:R:3:mulliken_charge:R:1
C -1.306 -0.904 -0.747 -0.505
O -1.137 0.506 -1.217 -0.454
C -0.395 0.941 0.053 -0.251
C -1.013 0.517 1.505 -0.609
O -0.614 -0.881 1.578 -0.466
C -0.133 -1.185 0.216 -0.060
C 0.805 0.095 -0.139 0.397
C 2.331 0.564 0.049 -0.524
C 1.546 0.325 -1.337 -0.843
H -1.384 -1.516 -1.735 0.297
H -2.418 -0.949 -0.213 0.227
H -0.075 1.955 -0.022 0.549
H -2.137 0.553 1.795 0.257
H -0.651 1.178 2.230 0.339
H 0.599 -1.995 0.260 0.526
H 2.402 1.572 0.368 0.305
H 3.188 -0.229 0.302 0.207
H 1.913 -0.754 -1.449 0.235
H 1.561 1.082 -2.031 0.375
```